Record 1
Entry from the OMol25 dataset: 2 unconnected molecules or ions with the total composition C3H8Se (ωB97M-V/def2-TZVPD).

XYZ file:
```
12
Properties=species:S:1:pos:R:3:lowdin_charge:R:1
Se 0.8538 0.4589 2.6066 0.547
H -0.4045 0.8809 3.1568 -0.243
H 1.5215 0.7108 3.8554 -0.255
C 0.2236 1.0704 -0.9740 -0.043
C 0.3101 -0.2441 -0.8982 -0.285
C -0.8055 -1.1775 -1.2481 -0.115
H 1.0411 1.7033 -0.6729 0.044
H -0.6598 1.5642 -1.3453 0.056
H 1.2056 -0.7154 -0.5120 0.082
H -0.4261 -2.0990 -1.6860 0.068
H -1.3561 -1.4410 -0.3422 0.073
H -1.5036 -0.7116 -1.9402 0.071
```

Output
energy above the lowest of the compared OMol25 structures with the same formula, charge and spin = 14.4 kJ/mol
molar mass = 123.1 g mol⁻¹
Kohn-Sham gap = 0.3683 Ha
calculated total energy = -2520.480269 a.u.
2S+1 = 1
F_max = 0.8 eV/A
SMILES string = [SeH2].C=CC



Record 2
Entry from the OMol25 dataset: a molecular structure, C16H32NNiOPSi (ωB97M-V/def2-TZVPD).

XYZ file:
```
53
Properties=species:S:1:pos:R:3:lowdin_charge:R:1
C -2.7607 0.2591 -3.9573 -0.084
C -2.3702 -0.9023 -3.2847 -0.055
C -1.6037 -0.8788 -2.0827 -0.230
C -1.2195 0.4016 -1.6329 -0.145
C -1.4698 1.5693 -2.3992 -0.341
C -2.3065 1.5096 -3.5270 -0.057
C -1.5238 -2.1903 -1.3022 -0.118
C -0.3176 -3.2281 -1.3469 -0.190
N 1.0329 -2.8483 -1.6825 -0.300
Ni -1.1265 1.2829 0.1449 0.392
C -0.8578 2.8968 -1.9784 -0.295
P 0.3932 2.3682 -0.7209 0.767
H -2.7453 -1.8560 -3.6566 0.107
H -2.6025 2.4204 -4.0579 0.111
H -3.4514 0.2218 -4.7972 0.100
H -1.5356 3.6238 -1.4892 0.094
H -0.3122 3.4218 -2.7823 0.093
H -1.6837 -1.9558 -0.2301 0.102
H -2.3908 -2.8185 -1.6370 0.108
H -0.2128 -3.7042 -0.3473 0.115
C 0.9251 3.8542 0.1169 -0.252
C 1.7185 2.0282 -1.8814 -0.222
H -0.5662 -4.0650 -2.0335 0.110
C 1.3586 -2.3925 -3.0033 -0.097
C 1.9948 -2.6464 -0.6104 -0.086
H -0.2256 0.9582 1.3404 -0.028
H 1.8587 -3.1927 -3.5738 0.077
H 0.4477 -2.1080 -3.5509 0.078
H 2.0463 -1.5352 -2.9394 0.072
H 2.7092 -3.4870 -0.5460 0.075
H 2.5927 -1.7367 -0.7824 0.071
H 1.4716 -2.5675 0.3636 0.080
H 1.8849 2.9983 -2.3754 0.054
H 2.5850 1.7041 -1.2854 0.056
H 1.4135 1.2788 -2.6224 0.056
H 1.0016 4.6113 -0.6859 0.053
H 0.2192 4.1478 0.9102 0.052
H 1.9187 3.6243 0.5299 0.055
H 0.2326 0.2263 1.8791 -0.066
C -1.1851 0.7448 4.0927 -0.196
Si 0.4305 -0.2118 4.0088 0.286
C 1.6877 0.8233 4.9365 -0.176
C 0.1416 -1.8295 4.9179 -0.179
O 0.9002 -0.3989 2.4552 -0.275
H -1.5064 0.8889 5.1306 0.032
H -1.9925 0.2415 3.5519 0.024
H -1.0458 1.7323 3.6412 0.011
H 1.5192 0.8180 6.0193 0.028
H 2.7138 0.4942 4.7488 0.027
H 1.5966 1.8577 4.5898 0.024
H -0.7564 -2.3624 4.5771 0.028
H 0.9910 -2.5260 4.8750 0.028
H -0.0168 -1.5655 5.9728 0.027
```

Output
energy above the lowest of the compared OMol25 structures with the same formula, charge and spin = 140.9 kJ/mol
molar mass = 372.2 g mol⁻¹
Kohn-Sham gap (alpha / beta) = 0.2634 / 0.2528 Ha
calculated total energy = -2897.881154 a.u.
2S+1 = 3
F_max = 2.8 eV/A
expectation value of S² = 2.01



Record 3
Entry from the OMol25 dataset: 2 unconnected molecules or ions with the total composition C6H15N2O (ωB97M-V/def2-TZVPD).

XYZ file:
```
24
Properties=species:S:1:pos:R:3:lowdin_charge:R:1
C -1.6510 -0.4411 -0.9661 -0.301
C 0.8877 2.3159 -0.9989 -0.124
C -0.8021 -1.4059 1.8737 0.025
C 1.1517 0.0047 1.4263 0.041
C 0.1434 1.2022 -1.6569 0.054
C -0.3719 -0.6837 -0.3461 -0.374
N 0.3583 -1.7024 -0.8455 0.146
N -0.2691 -0.3232 1.0646 -0.143
O -1.9660 -0.9239 -2.0558 0.049
H -2.3967 0.2199 -0.3238 0.170
H 0.6820 3.3803 -1.4227 0.134
H 1.9142 2.2050 -1.1309 0.057
H 0.5815 2.5888 0.0218 0.080
H -1.1259 -1.0132 2.8342 0.128
H -1.5429 -1.8205 1.3127 0.081
H -0.0398 -2.1422 2.1125 0.120
H 1.2168 0.5087 2.4366 0.143
H 1.7287 -0.9045 1.3595 0.104
H 1.3742 0.6834 0.6146 0.060
H 0.7298 0.6329 -2.2604 0.055
H -0.8094 1.3400 -2.0460 0.055
H 0.5564 -1.6763 -1.8476 0.133
H 0.4817 -2.5718 -0.3447 0.123
H -0.8317 0.5266 1.1888 0.185
```

Output
energy above the lowest of the compared OMol25 structures with the same formula, charge and spin = 393.8 kJ/mol
molar mass = 131.2 g mol⁻¹
Kohn-Sham gap (alpha / beta) = 0.3045 / 0.3044 Ha
calculated total energy = -421.969618 a.u.
total charge = +1
2S+1 = 1
F_max = 3.7 eV/A